# 1
A 10-piece molecular cluster, C47H73NO27 overall in a non-equilibrium geometry. Source: OMol25; level of theory: the ωB97M-V functional and the def2-TZVPD basis.

Results
Largest force on an atom (Eh/bohr): 0.042
SMILES: O=C1C=C(O)C(=O)C=C1O.O=C1C=C(O)C(=O)C=C1O.O=C1C=C(O)C(=O)C=C1O.O=C1C=C(O)C(=O)C=C1O.CN(C)C=O.COCCOC.COCCOC.COCCOC.COCCOC.COCCOC
Frontier orbital gap (Eh): 0.2598

Each line ends with the Mulliken charge.
Cartesian coordinates (Å):
O1 1.535 -6.261 -1.847  -0.630
C1 0.629 -5.501 -2.108  0.881
C2 -0.424 -5.169 -1.160  -0.675
C3 -1.443 -4.377 -1.486  0.628
O2 -2.476 -4.144 -0.655  -0.577
C4 -1.656 -3.836 -2.877  0.755
O3 -2.570 -3.104 -3.194  -0.679
C5 -0.629 -4.241 -3.839  -0.959
C6 0.492 -4.883 -3.475  0.330
O4 1.528 -5.121 -4.271  -0.579
H1 -0.343 -5.554 -0.151  0.429
H2 -3.286 -3.942 -1.142  0.325
H3 -0.608 -3.757 -4.810  0.396
H4 2.208 -5.561 -3.726  0.369
O5 1.279 -1.950 -0.987  -0.650
C7 0.522 -1.014 -0.850  0.948
C8 -0.648 -0.812 -1.721  -0.060
C9 -1.575 0.125 -1.453  -0.145
O6 -2.736 0.138 -2.111  -0.285
C10 -1.484 1.117 -0.339  1.612
O7 -2.388 1.923 -0.169  -1.081
C11 -0.322 0.978 0.465  -0.770
C12 0.606 0.026 0.257  -0.434
O8 1.755 0.135 0.925  -0.196
H5 -1.011 -1.540 -2.433  -0.018
H6 -3.302 0.797 -1.666  0.288
H7 -0.152 1.633 1.310  0.637
H8 2.378 -0.547 0.627  0.110
O9 -1.407 1.789 3.438  -0.304
C13 -1.804 2.779 4.022  0.645
C14 -1.396 3.012 5.405  -0.858
C15 -1.919 3.990 6.158  0.273
O10 -1.681 4.162 7.459  -0.560
C16 -2.962 4.928 5.581  0.870
O11 -3.473 5.777 6.272  -0.604
C17 -3.269 4.760 4.163  -0.748
C18 -2.792 3.734 3.437  0.394
O12 -3.133 3.583 2.155  -0.545
H9 -0.704 2.321 5.868  0.482
H10 -2.414 4.696 7.812  0.347
H11 -3.986 5.472 3.776  0.476
H12 -2.652 2.798 1.821  0.103
O13 2.792 -4.540 0.150  -0.387
C19 3.844 -4.372 0.721  0.717
C20 4.615 -5.497 1.291  -1.227
C21 5.620 -5.257 2.148  0.489
O14 6.185 -6.297 2.803  -0.534
C22 6.232 -3.918 2.423  0.265
O15 7.162 -3.742 3.167  -0.594
C23 5.525 -2.819 1.733  -0.201
C24 4.384 -3.008 1.071  -0.047
O16 3.698 -1.975 0.547  -0.367
H13 4.195 -6.493 1.293  0.435
H14 6.637 -5.945 3.586  0.330
H15 5.784 -1.770 1.829  0.594
H16 2.965 -2.344 0.007  0.088
C25 -2.354 -0.630 -5.037  -1.073
N1 -3.084 0.444 -5.682  0.252
C26 -2.507 1.003 -6.869  -0.934
C27 -4.354 0.691 -5.276  0.229
O17 -5.194 1.321 -5.882  -0.617
H17 -2.029 -1.315 -5.828  0.360
H18 -2.858 -1.250 -4.304  0.328
H19 -1.432 -0.298 -4.545  0.302
H20 -2.034 0.270 -7.532  0.310
H21 -3.221 1.522 -7.502  0.370
H22 -1.688 1.671 -6.580  0.229
H23 -4.543 0.223 -4.295  0.279
C28 0.721 4.644 -0.110  -0.577
O18 1.469 4.314 -1.267  -0.542
C29 1.150 3.062 -1.814  0.953
C30 1.837 2.892 -3.161  -0.707
O19 0.887 3.124 -4.182  -0.337
C31 1.481 3.493 -5.420  -0.826
H24 1.025 5.641 0.189  0.363
H25 0.842 3.852 0.635  0.112
H26 -0.344 4.699 -0.375  0.284
H27 0.067 2.940 -1.947  0.265
H28 1.482 2.262 -1.139  -0.471
H29 2.195 1.859 -3.253  0.216
H30 2.732 3.523 -3.168  0.448
H31 1.972 4.465 -5.353  0.308
H32 0.682 3.388 -6.148  0.209
H33 2.262 2.765 -5.681  0.342
C32 -6.302 1.663 2.367  -0.537
O20 -6.879 0.879 1.360  -0.358
C33 -6.512 1.258 0.057  -0.080
C34 -7.369 0.664 -1.059  -0.740
O21 -8.761 0.874 -0.925  -0.402
C35 -9.372 0.011 0.009  -0.614
H34 -6.339 2.738 2.161  0.353
H35 -5.245 1.354 2.434  0.013
H36 -6.695 1.480 3.366  0.321
H37 -5.445 1.119 -0.157  0.159
H38 -6.753 2.331 0.006  0.405
H39 -7.174 -0.400 -1.248  0.378
H40 -7.103 1.181 -1.982  0.319
H41 -10.448 0.154 -0.015  0.270
H42 -8.904 0.037 0.992  0.213
H43 -9.233 -1.048 -0.285  0.272
C36 3.416 -2.187 -4.828  -0.494
O22 4.397 -1.434 -4.131  -0.449
C37 4.344 -1.677 -2.752  0.075
C38 5.001 -0.570 -1.961  -0.226
O23 4.130 0.502 -1.734  0.178
C39 4.696 1.582 -1.042  -0.495
H44 3.603 -3.257 -4.724  0.261
H45 3.449 -1.836 -5.856  0.366
H46 2.424 -1.983 -4.405  0.065
H47 4.804 -2.635 -2.466  0.349
H48 3.319 -1.779 -2.367  -0.359
H49 5.903 -0.243 -2.500  0.504
H50 5.408 -1.009 -1.041  -0.030
H51 4.856 2.432 -1.717  0.368
H52 5.696 1.358 -0.647  0.205
H53 4.126 1.901 -0.168  -0.061
C40 8.093 -0.321 1.174  -0.755
O24 7.525 0.956 0.944  -0.181
C41 7.673 1.871 2.007  -0.676
C42 6.434 2.721 2.126  -0.477
O25 5.354 1.838 2.406  -0.179
C43 4.133 2.466 2.616  -0.843
H54 7.763 -0.702 2.141  0.428
H55 9.175 -0.291 1.023  0.294
H56 7.695 -0.953 0.378  0.115
H57 8.536 2.513 1.811  0.334
H58 7.755 1.346 2.962  0.377
H59 6.177 3.336 1.258  0.308
H60 6.529 3.371 3.006  0.439
H61 3.708 2.982 1.739  0.251
H62 4.227 3.278 3.355  0.378
H63 3.351 1.787 2.949  0.237
C44 -4.536 -2.080 6.664  -0.705
O26 -3.430 -1.290 6.255  -0.453
C45 -3.674 -0.528 5.091  0.037
C46 -3.592 -1.412 3.843  -0.770
O27 -3.232 -0.612 2.752  0.264
C47 -3.499 -1.123 1.490  -0.530
H64 -4.509 -2.166 7.753  0.277
H65 -4.423 -3.091 6.261  0.243
H66 -5.493 -1.620 6.408  0.323
H67 -2.850 0.186 5.038  -0.118
H68 -4.601 0.052 5.100  0.245
H69 -4.589 -1.858 3.679  0.379
H70 -2.981 -2.308 4.007  0.345
H71 -2.954 -2.047 1.259  0.534
H72 -3.343 -0.323 0.768  -0.330
H73 -4.548 -1.395 1.273  0.402

Cartesian forces (eV/Å) of the 2 atoms listed first:
O 0.239 0.107 -0.521
C -0.633 0.274 0.521

=====

# 2
A 4-piece molecular cluster, C47H74FN3O14Si overall in a non-equilibrium geometry. Source: OMol25; level of theory: the ωB97M-V functional and the def2-TZVPD basis.

Results
Largest force on an atom (Eh/bohr): 0.233
SMILES: C=Cc1cc(CCCCCCCC[Si](C)(C)c2ccccc2)c2c(c1C(=O)NC(=O)F)C(=O)N(OC#N)C2=O.COCCOCCOC.COCCOCCOC.COCCOCCOC
Frontier orbital gap (Eh): 0.2083

Each line ends with the Mulliken charge.
Cartesian coordinates (Å):
C1 6.810 0.756 2.923  -0.648
C2 5.974 0.072 1.857  -0.293
C3 5.869 0.894 0.405  0.777
C4 5.845 2.558 0.361  -0.766
C5 5.790 3.427 -1.066  0.697
C6 5.814 5.065 -1.120  -0.866
C7 4.448 5.763 -1.699  -0.458
C8 3.120 5.583 -0.751  -0.422
C9 1.850 5.296 -1.781  -0.561
C10 0.772 4.341 -0.955  0.094
C11 -0.714 5.016 -1.149  -0.875
C12 -1.935 3.928 -0.932  -0.449
C13 -1.781 2.589 -1.875  -0.131
Si1 -1.498 1.083 -0.658  -0.298
C14 -3.052 1.087 0.532  -0.889
C15 0.113 1.267 0.402  -0.388
C16 -1.577 -0.613 -1.613  0.520
C17 -1.107 -1.946 -0.739  -0.281
C18 -1.151 -3.413 -1.528  -0.396
C19 -1.677 -3.462 -3.104  -0.343
C20 -2.174 -2.123 -3.943  -0.517
C21 -2.095 -0.658 -3.176  -0.139
C22 5.752 2.539 -2.443  -0.215
C23 5.768 0.868 -2.399  -0.211
C24 5.824 0.003 -1.008  0.508
C25 5.874 -1.633 -1.082  0.099
O1 6.948 -2.316 -1.562  -0.534
N1 4.688 -2.463 -0.643  -0.043
C26 3.511 -1.551 -0.372  0.630
O2 2.727 -1.086 -1.368  -0.507
F1 3.094 -1.130 1.017  -0.274
C27 5.760 0.355 -3.992  0.294
O3 5.509 -0.877 -4.442  -0.522
N2 6.121 1.649 -4.686  0.292
O4 6.311 1.629 -6.015  -0.250
C28 5.026 1.334 -6.733  0.426
N3 4.108 0.583 -7.306  -0.380
C29 5.739 2.959 -4.033  0.321
O5 5.443 4.102 -4.659  -0.555
H1 7.949 0.497 3.069  0.245
H2 6.239 1.602 3.542  0.306
H3 5.467 -0.979 2.015  0.180
H4 5.893 3.113 1.411  0.095
H5 6.783 5.438 -1.689  0.355
H6 5.930 5.430 0.011  0.314
H7 4.195 5.443 -2.797  0.258
H8 4.666 6.934 -1.741  0.377
H9 2.865 6.624 -0.229  0.137
H10 3.227 4.783 0.098  0.297
H11 1.357 6.306 -2.169  0.273
H12 2.149 4.688 -2.739  0.218
H13 0.884 3.260 -1.394  -0.148
H14 1.066 4.301 0.181  0.318
H15 -0.829 5.816 -0.272  0.242
H16 -0.866 5.580 -2.169  0.315
H17 -2.975 4.442 -1.104  0.271
H18 -1.904 3.629 0.219  0.123
H19 -0.868 2.735 -2.625  0.127
H20 -2.805 2.454 -2.450  0.366
H21 -3.093 2.053 1.205  0.292
H22 -2.968 0.098 1.162  0.268
H23 -4.008 1.033 -0.162  0.257
H24 0.031 2.299 0.996  0.141
H25 1.088 1.288 -0.252  0.045
H26 0.243 0.389 1.182  0.303
H27 -0.731 -1.878 0.389  0.220
H28 -0.813 -4.361 -0.917  0.295
H29 -1.730 -4.508 -3.671  0.255
H30 -2.571 -2.189 -5.065  0.268
H31 -2.415 0.341 -3.697  0.240
H32 4.915 -2.943 0.255  0.342
C30 0.143 1.332 -6.352  -0.653
O6 -0.251 2.655 -6.682  -0.198
C31 0.779 3.363 -7.377  -0.488
C32 0.220 4.651 -7.986  -0.448
O7 -0.435 4.432 -9.242  -0.482
C33 -1.734 3.832 -9.162  -0.325
C34 -2.810 4.811 -8.687  -0.639
O8 -2.806 4.900 -7.260  -0.153
C35 -3.569 6.001 -6.793  -0.781
H33 1.038 1.341 -5.725  0.279
H34 -0.672 0.860 -5.798  0.066
H35 0.324 0.753 -7.262  0.345
H36 1.198 2.731 -8.169  0.346
H37 1.561 3.611 -6.653  0.354
H38 1.064 5.312 -8.213  0.389
H39 -0.429 5.188 -7.291  0.206
H40 -1.711 2.920 -8.560  0.139
H41 -1.977 3.533 -10.188  0.388
H42 -3.796 4.447 -8.995  0.445
H43 -2.632 5.800 -9.125  0.356
H44 -3.126 6.941 -7.135  0.313
H45 -3.556 5.989 -5.700  0.213
H46 -4.605 5.923 -7.134  0.313
C36 -1.759 -4.383 4.848  -0.943
O9 -0.462 -4.542 4.294  -0.156
C37 0.522 -4.800 5.299  -0.664
C38 1.828 -5.272 4.656  -0.294
O10 1.820 -6.672 4.348  -0.483
C39 1.046 -7.045 3.200  -0.429
C40 1.732 -6.682 1.880  -0.686
O11 1.486 -5.313 1.553  -0.155
C41 2.333 -4.854 0.511  -0.576
H47 -1.774 -3.558 5.564  0.335
H48 -2.454 -4.158 4.035  0.354
H49 -2.080 -5.311 5.331  0.341
H50 0.155 -5.564 5.994  0.356
H51 0.699 -3.865 5.841  0.444
H52 2.632 -5.143 5.388  0.391
H53 2.094 -4.676 3.780  0.094
H54 0.032 -6.644 3.261  0.200
H55 0.964 -8.136 3.250  0.397
H56 1.318 -7.297 1.074  0.447
H57 2.810 -6.861 1.961  0.359
H58 3.378 -4.883 0.833  0.305
H59 2.069 -3.817 0.285  -0.033
H60 2.196 -5.458 -0.390  0.365
C42 -4.955 -6.186 9.514  -0.765
O12 -5.348 -4.863 9.185  -0.259
C43 -4.318 -4.155 8.489  -0.453
C44 -4.877 -2.867 7.880  -0.508
O13 -5.532 -3.086 6.624  -0.444
C45 -6.831 -3.686 6.704  -0.418
C46 -7.907 -2.707 7.179  -0.601
O14 -7.903 -2.618 8.606  -0.246
C47 -8.666 -1.517 9.074  -0.766
H61 -4.060 -6.177 10.141  0.310
H62 -5.770 -6.658 10.069  0.236
H63 -4.773 -6.765 8.604  0.313
H64 -3.899 -4.787 7.697  0.244
H65 -3.536 -3.907 9.214  0.467
H66 -4.033 -2.206 7.653  0.430
H67 -5.526 -2.330 8.575  0.215
H68 -6.808 -4.597 7.306  0.218
H69 -7.074 -3.985 5.679  0.378
H70 -8.894 -3.071 6.871  0.446
H71 -7.729 -1.718 6.741  0.350
H72 -8.224 -0.577 8.732  0.317
H73 -8.653 -1.529 10.167  0.230
H74 -9.702 -1.595 8.733  0.310

Cartesian forces (eV/Å) of the 2 atoms listed first:
C -1.788 -0.600 -1.460
C 1.373 2.065 -0.441

=====

# 3
A 12-piece molecular cluster, C47H78BN7O12 overall in a non-equilibrium geometry. Source: OMol25; level of theory: the ωB97M-V functional and the def2-TZVPD basis.

Results
Largest force on an atom (Eh/bohr): 0.140
Total charge: -1
⟨S²⟩: 0.753
Multiplicity: 2
Frontier orbital gap (alpha / beta) (Eh): 0.0756 / 0.2216

Each line ends with the Mulliken spin population.
Cartesian coordinates (Å):
C1 0.002 -2.596 -0.845  0.017
C2 -1.394 -2.428 -0.241  -0.012
C3 -2.599 -2.530 -1.202  -0.002
C4 -2.717 -1.535 -2.335  0.007
N1 -4.001 -1.781 -3.290  0.000
C5 -5.233 -1.659 -2.369  0.000
C6 -6.300 -1.035 -3.230  0.000
C7 -5.711 -0.563 -4.523  0.000
C8 -4.211 -0.561 -4.206  0.000
C9 -3.881 -3.172 -4.091  0.000
C10 -2.671 -3.344 -5.094  0.000
C11 -2.693 -4.723 -5.819  0.000
H1 0.202 -1.782 -1.541  0.018
H2 0.082 -3.440 -1.530  -0.004
H3 0.715 -2.796 -0.045  -0.016
H4 -1.417 -1.532 0.380  0.004
H5 -1.534 -3.136 0.576  -0.001
H6 -3.552 -2.586 -0.676  0.001
H7 -2.572 -3.517 -1.665  0.000
H8 -1.887 -1.542 -3.040  0.006
H9 -2.830 -0.492 -2.040  -0.005
H10 -5.538 -2.601 -1.912  0.000
H11 -5.000 -1.007 -1.527  0.000
H12 -7.216 -1.593 -3.429  0.000
H13 -6.774 -0.285 -2.597  0.000
H14 -5.968 -1.191 -5.376  0.000
H15 -5.941 0.465 -4.802  0.000
H16 -3.537 -0.690 -5.052  0.000
H17 -3.862 0.312 -3.654  0.000
H18 -4.768 -3.228 -4.723  0.000
H19 -3.842 -3.958 -3.336  0.000
H20 -1.737 -3.286 -4.535  0.000
H21 -2.550 -2.473 -5.738  0.000
H22 -3.554 -4.793 -6.484  0.000
H23 -2.715 -5.528 -5.084  0.000
H24 -1.768 -4.830 -6.385  0.000
O1 4.194 0.555 -1.506  0.172
C12 3.028 0.705 -1.101  0.294
O2 2.659 1.265 0.063  0.052
B1 1.241 1.389 0.092  -0.103
O3 0.734 0.906 -1.225  0.059
C13 1.743 0.427 -1.903  0.374
O4 1.758 -0.180 -2.952  0.145
O5 0.677 0.718 1.250  -0.009
C14 0.021 1.495 1.966  -0.006
O6 -0.532 1.202 3.029  -0.001
C15 0.143 2.912 1.363  -0.006
O7 0.834 2.778 0.283  -0.018
O8 -0.338 3.923 1.908  0.000
N2 7.549 0.445 1.291  0.000
C16 7.470 -0.315 0.125  0.007
C17 8.598 -1.149 0.084  0.000
C18 9.307 -0.850 1.256  0.000
C19 8.637 0.087 1.976  0.000
H25 6.917 1.158 1.627  0.000
H26 6.653 -0.130 -0.556  -0.003
H27 8.892 -1.817 -0.712  0.000
H28 10.220 -1.380 1.480  0.000
H29 8.873 0.566 2.915  0.000
N3 -0.489 -1.719 2.991  0.001
C20 -1.651 -1.737 3.747  0.000
C21 -1.849 -2.999 4.214  0.000
C22 -0.812 -3.801 3.704  0.000
C23 0.066 -2.940 3.002  0.001
H30 -0.126 -0.906 2.515  0.004
H31 -2.292 -0.868 3.741  0.000
H32 -2.735 -3.388 4.694  0.000
H33 -0.668 -4.865 3.813  0.000
H34 1.022 -3.076 2.518  0.000
N4 4.345 3.095 3.816  0.000
C24 4.852 2.314 4.836  0.000
C25 3.793 1.776 5.569  0.000
C26 2.672 2.185 4.869  0.000
C27 3.034 3.035 3.855  0.003
H35 4.873 3.620 3.133  0.000
H36 5.924 2.241 4.944  0.000
H37 3.871 1.131 6.432  0.000
H38 1.688 1.875 5.188  0.000
H39 2.491 3.582 3.099  -0.002
N5 -2.736 2.734 4.077  0.000
C28 -2.732 2.703 5.453  0.000
C29 -3.645 3.565 5.955  0.000
C30 -4.256 4.144 4.822  0.000
C31 -3.651 3.623 3.700  0.000
H40 -2.039 2.268 3.514  0.000
H41 -1.983 2.069 5.905  0.000
H42 -3.876 3.810 6.981  0.000
H43 -5.018 4.909 4.865  0.000
H44 -3.827 3.849 2.659  0.000
N6 -2.121 1.722 -5.394  0.000
C32 -2.105 1.157 -6.629  0.000
C33 -1.184 0.136 -6.657  0.000
C34 -0.624 0.146 -5.354  0.005
C35 -1.217 1.117 -4.540  -0.001
H45 -2.755 2.449 -5.096  0.000
H46 -2.823 1.387 -7.402  0.000
H47 -0.980 -0.538 -7.476  0.000
H48 0.267 -0.448 -5.214  -0.001
H49 -1.168 1.470 -3.521  -0.003
N7 0.345 -1.849 6.174  0.000
C36 0.516 -0.503 6.214  0.000
C37 1.099 -0.192 7.426  0.000
C38 1.280 -1.346 8.184  0.000
C39 0.779 -2.416 7.382  0.000
H50 -0.235 -2.322 5.496  0.000
H51 0.111 0.109 5.422  0.000
H52 1.379 0.827 7.649  0.000
H53 1.631 -1.390 9.204  0.000
H54 0.712 -3.465 7.629  0.000
C40 0.312 5.040 -1.629  -0.001
C41 -0.731 4.187 -2.295  0.004
O9 -2.014 4.654 -1.980  0.000
H55 0.221 6.089 -1.911  0.000
H56 1.266 4.753 -2.071  0.000
H57 0.402 4.977 -0.544  0.001
H58 -0.541 3.156 -1.996  -0.004
H59 -0.508 4.243 -3.360  0.000
H60 -2.567 3.903 -1.753  0.000
C42 -1.148 7.584 2.029  0.000
C43 -2.402 6.800 1.953  0.000
O10 -2.260 5.964 0.883  0.000
H61 -0.340 6.886 2.252  0.000
H62 -1.191 8.231 2.905  0.000
H63 -0.913 8.174 1.143  0.000
H64 -3.290 7.319 1.591  0.000
H65 -2.708 6.248 2.841  0.000
H66 -1.579 5.322 1.097  0.000
C44 1.156 -4.915 -4.189  0.002
C45 1.959 -3.738 -3.723  0.006
O11 1.510 -2.540 -4.384  0.000
H67 1.129 -4.918 -5.279  0.000
H68 0.115 -4.893 -3.866  0.000
H69 1.684 -5.832 -3.927  0.000
H70 2.973 -3.855 -4.106  0.000
H71 2.016 -3.605 -2.643  -0.003
H72 1.763 -1.791 -3.840  0.004
C46 5.022 -2.864 -0.877  -0.006
C47 3.575 -3.052 -0.322  0.010
O12 3.284 -4.418 -0.341  0.000
H73 5.369 -1.851 -0.677  0.002
H74 5.010 -3.104 -1.941  -0.002
H75 5.686 -3.593 -0.413  0.001
H76 2.867 -2.567 -0.995  0.016
H77 3.509 -2.704 0.709  -0.004
H78 3.907 -4.842 0.254  0.000

Cartesian forces (eV/Å) of the 2 atoms listed first:
C -0.888 -0.259 -0.720
C -0.114 0.089 0.448